Entry 1:
Computed, not measured: a molecular structure, C13H40N8O9Zn at a distorted geometry, with the ωB97M-V functional and the def2-TZVPD basis.

Atoms and positions in Å:
Zn (-2.708, 3.349, 0.526)
O (-0.208, 0.806, -0.146)
C (0.494, 0.081, 0.837)
C (0.301, 0.430, 2.394)
O (-0.718, 1.343, 2.725)
H (1.542, -0.011, 0.550)
H (0.124, -0.938, 0.728)
H (1.301, 0.761, 2.673)
H (0.182, -0.482, 2.978)
C (-4.639, -1.166, 7.235)
O (-5.387, -1.888, 7.783)
N (-4.319, -1.431, 5.978)
N (-4.205, -0.059, 7.647)
H (-4.682, -2.238, 5.491)
H (-3.571, -0.875, 5.589)
H (-4.482, 0.261, 8.564)
H (-3.686, 0.480, 6.968)
C (3.965, 3.382, -4.361)
O (4.471, 4.193, -5.130)
N (2.626, 3.281, -4.286)
N (4.560, 2.401, -3.773)
H (2.201, 2.843, -3.481)
H (2.093, 3.847, -4.930)
H (5.567, 2.425, -3.692)
H (3.919, 1.779, -3.301)
C (0.541, 5.156, 7.539)
O (0.873, 5.889, 8.426)
N (1.204, 4.160, 7.175)
N (-0.661, 5.069, 7.006)
H (2.153, 3.998, 7.481)
H (0.751, 3.448, 6.621)
H (-0.772, 4.410, 6.248)
H (-1.377, 5.762, 7.170)
C (-5.826, 3.770, -4.117)
O (-5.081, 3.866, -3.177)
N (-5.491, 4.035, -5.300)
N (-7.045, 3.453, -3.974)
H (-6.231, 4.109, -5.983)
H (-4.567, 4.379, -5.520)
H (-7.382, 3.197, -3.057)
H (-7.639, 3.408, -4.790)
C (6.882, -1.978, 3.708)
C (7.121, -0.649, 3.034)
O (6.548, -0.597, 1.732)
H (5.834, -2.075, 3.990)
H (7.450, -2.073, 4.634)
H (7.293, -2.788, 3.106)
H (8.182, -0.399, 3.049)
H (6.663, 0.079, 3.704)
H (5.638, -0.354, 1.916)
C (-4.794, -3.959, -2.582)
C (-5.459, -2.578, -2.550)
O (-4.895, -1.778, -1.559)
H (-4.986, -4.611, -1.730)
H (-3.717, -3.859, -2.444)
H (-4.971, -4.537, -3.489)
H (-6.543, -2.652, -2.458)
H (-5.367, -2.063, -3.507)
H (-3.957, -1.755, -1.759)
C (3.742, -4.203, -4.376)
C (2.727, -3.956, -5.480)
C (2.619, -5.097, -6.531)
O (1.505, -3.800, -4.804)
H (4.717, -4.337, -4.843)
H (3.487, -5.140, -3.881)
H (3.710, -3.462, -3.578)
H (2.985, -3.012, -5.960)
H (3.651, -5.246, -6.850)
H (1.982, -4.804, -7.365)
H (2.212, -6.022, -6.123)
H (1.551, -2.976, -4.314)

Force components x, y, z for each atom (eV/Å):
Zn 0.3 -0.4 0.1
O 2.0 -1.8 3.4
C -1.4 1.8 -5.8
C -4.0 2.4 3.4
O 3.4 -2.6 -1.4
H 0.4 0.6 0.5
H -0.9 -0.4 0.9
H 0.3 0.9 -0.7
H -0.3 -0.5 -0.4
C -1.6 -3.0 -2.7
O -2.9 -2.8 3.3
N 1.8 -0.1 -3.3
N 2.6 5.4 2.3
H 0.2 0.3 0.4
H -0.2 -0.6 -0.6
H 0.3 0.2 -0.4
H -0.2 0.6 0.9
C -1.0 2.5 -3.7
O 0.6 0.2 0.5
N -2.0 0.1 0.4
N 1.9 -2.3 2.2
H -0.3 0.3 -0.4
H 0.0 0.0 0.5
H -0.3 -0.4 0.2
H 1.1 -0.4 0.2
C -2.3 2.5 2.9
O 0.7 2.5 1.2
N 5.4 -6.4 -2.7
N -3.9 0.8 -1.7
H -0.4 0.1 0.0
H 0.7 0.0 0.2
H -0.5 0.6 0.1
H 0.3 -0.2 -0.1
C 2.4 0.5 4.0
O 2.1 0.0 2.2
N 1.9 1.5 -7.0
N -6.3 -1.8 0.7
H 0.7 0.1 -0.3
H -0.4 -0.1 0.1
H 0.0 0.1 -0.4
H -0.3 -0.2 0.6
C 0.7 -0.4 0.2
C 0.0 -0.1 1.0
O 0.2 0.3 0.4
H 0.0 -0.4 -0.4
H 0.0 0.4 0.2
H -0.6 -0.2 -0.2
H 0.0 -0.1 -0.7
H -0.1 0.5 -0.2
H -0.2 0.0 -0.5
C 0.4 -0.2 0.2
C -0.1 -0.9 -1.0
O -0.1 0.4 0.8
H -0.8 0.2 0.1
H 0.3 0.4 -0.6
H -0.1 0.2 -0.1
H 0.0 0.0 0.7
H 0.4 -0.2 -0.4
H 0.1 0.2 0.2
C 0.3 -1.1 -0.6
C 0.1 -0.4 0.5
C 0.3 1.1 0.8
O -1.5 0.1 -0.2
H 0.3 0.3 0.4
H 0.0 -0.2 -0.1
H 0.3 0.4 -0.4
H 0.0 0.0 -0.5
H -0.1 -0.3 -0.4
H 0.2 0.1 0.0
H 0.1 0.1 0.3
H -0.1 0.0 0.1

As for the electronic energy: -3413.56190 hartree. The charge is 0.



Entry 2:
Computed, not measured: 7 unconnected molecules or ions with the total composition C13H40O7 at a distorted geometry, with the ωB97M-V functional and the def2-TZVPD basis.

Atoms and positions in Å:
C (-3.993, -3.098, 1.742)
C (-4.683, -1.961, 2.537)
O (-4.812, -0.859, 1.691)
H (-4.304, -2.934, 0.710)
H (-4.407, -4.007, 2.177)
H (-2.913, -2.980, 1.825)
H (-4.228, -1.735, 3.501)
H (-5.660, -2.406, 2.728)
H (-5.083, -0.121, 2.243)
C (-2.175, 6.539, -5.598)
C (-3.328, 5.799, -6.302)
O (-3.552, 6.319, -7.570)
H (-1.972, 6.059, -4.641)
H (-2.330, 7.610, -5.468)
H (-1.287, 6.447, -6.223)
H (-4.270, 5.962, -5.779)
H (-3.068, 4.741, -6.307)
H (-3.097, 5.777, -8.219)
C (8.812, -5.062, -0.032)
C (8.144, -3.816, -0.711)
O (8.529, -3.714, -2.069)
H (9.890, -5.072, -0.196)
H (8.378, -6.040, -0.241)
H (8.680, -4.885, 1.036)
H (8.519, -3.007, -0.084)
H (7.056, -3.843, -0.655)
H (9.426, -3.374, -2.045)
C (4.791, -3.439, 4.908)
C (4.361, -4.799, 4.557)
O (4.848, -5.829, 5.449)
H (5.769, -3.471, 5.390)
H (4.168, -3.073, 5.724)
H (4.750, -2.795, 4.030)
H (4.608, -5.027, 3.520)
H (3.291, -4.666, 4.720)
H (4.389, -5.549, 6.244)
C (-4.485, 4.998, 1.576)
C (-3.837, 5.094, 3.071)
O (-4.509, 4.196, 3.944)
H (-5.115, 4.122, 1.420)
H (-3.710, 5.099, 0.817)
H (-4.988, 5.964, 1.607)
H (-3.922, 6.061, 3.567)
H (-2.759, 4.939, 3.025)
H (-4.015, 4.218, 4.767)
C (1.634, -0.693, -0.662)
C (0.900, 0.252, 0.256)
O (0.752, 1.459, -0.502)
H (1.614, -1.700, -0.247)
H (2.659, -0.321, -0.662)
H (1.256, -0.794, -1.679)
H (1.419, 0.427, 1.198)
H (-0.049, -0.266, 0.393)
H (0.142, 1.309, -1.228)
C (-4.431, -0.373, -4.214)
O (-3.722, -0.062, -3.031)
H (-5.240, 0.338, -4.380)
H (-3.730, -0.180, -5.026)
H (-4.858, -1.373, -4.294)
H (-4.252, -0.403, -2.307)

Force components x, y, z for each atom (eV/Å):
C -0.2 1.4 1.0
C -0.4 -1.8 -0.6
O 0.2 0.9 0.0
H 0.0 -0.4 0.0
H 0.6 -0.3 -0.4
H 0.0 -0.5 -0.1
H 0.3 0.1 -0.1
H -0.5 0.4 0.4
H -0.1 0.3 -0.2
C -0.1 -0.4 -0.3
C 0.5 0.7 1.3
O -0.1 0.1 -1.4
H 0.1 0.2 0.1
H -0.3 -0.1 0.1
H 0.1 -0.1 0.0
H 0.1 -0.3 0.4
H -0.3 -0.2 -0.1
H 0.0 0.1 -0.1
C -0.8 0.8 0.4
C 1.0 -1.7 0.7
O -0.1 0.5 0.1
H 0.0 0.0 -0.3
H 0.0 0.2 -0.4
H 0.0 -0.2 0.3
H -0.2 0.6 -0.4
H 0.1 -0.1 -0.1
H 0.1 0.0 -0.3
C 1.2 1.0 1.2
C -0.8 -0.8 -0.1
O -0.5 1.0 -0.7
H 0.5 0.2 -0.6
H -0.3 0.4 -0.2
H 0.1 0.3 0.3
H -0.1 -0.4 0.2
H -0.5 -1.1 -0.8
H 0.3 -0.6 0.6
C 1.2 1.6 2.5
C -0.3 -0.5 -1.2
O 0.2 -0.5 -0.2
H 0.1 0.3 0.2
H 0.0 -0.3 0.1
H -0.8 -0.4 -0.8
H -0.3 0.6 -0.8
H 0.1 -0.6 0.0
H -0.1 -0.2 0.2
C 1.4 -0.6 0.8
C -0.9 -0.6 -2.2
O 0.0 0.7 1.1
H 0.3 -0.2 0.1
H 0.2 -0.4 -0.5
H -0.2 0.5 0.1
H -0.1 0.2 -0.2
H -0.5 0.6 0.7
H 0.0 -0.2 0.1
C 0.1 0.9 -0.8
O -0.3 -0.6 0.2
H -0.3 0.1 0.1
H 0.0 -0.4 -0.1
H 0.3 -0.2 0.3
H 0.1 0.1 0.3

The charge is 0. As for the energy above the lowest of the compared OMol25 structures with the same formula, charge and spin: 91.7 kcal/mol.



Entry 3:
Computed, not measured: a molecular structure, C13H41N10O7 at a distorted geometry, with the ωB97M-V functional and the def2-TZVPD basis.

Atoms and positions in Å:
C (0.108, 0.557, 0.031)
O (0.776, 1.083, -1.085)
H (0.649, 0.429, 0.968)
H (-0.730, 1.135, 0.420)
H (-0.421, -0.388, -0.091)
C (-1.777, 3.647, 1.170)
O (-1.492, 3.626, 2.326)
N (-2.266, 4.640, 0.499)
N (-1.686, 2.525, 0.571)
H (-2.743, 5.367, 1.014)
H (-2.489, 4.405, -0.457)
H (-1.454, 2.459, -0.410)
H (-1.519, 1.792, 1.246)
C (0.889, 4.123, -0.831)
O (0.743, 5.327, -0.546)
N (0.616, 3.182, 0.008)
N (1.357, 3.730, -1.969)
H (0.699, 2.230, -0.319)
H (0.306, 3.472, 0.925)
H (1.549, 2.777, -2.241)
H (1.172, 4.431, -2.672)
C (3.117, 1.468, -1.261)
O (2.672, 0.847, -2.172)
N (4.338, 1.861, -1.070)
N (2.418, 1.738, -0.176)
H (4.954, 1.653, -1.844)
H (4.649, 1.977, -0.117)
H (1.456, 1.433, -0.192)
H (2.935, 2.049, 0.634)
C (-0.918, -1.646, -1.641)
O (0.030, -1.088, -2.087)
N (-1.315, -1.682, -0.402)
N (-1.787, -2.171, -2.416)
H (-2.172, -2.061, -0.027)
H (-0.732, -1.190, 0.260)
H (-2.701, -2.353, -2.026)
H (-1.590, -2.497, -3.352)
C (-3.490, 0.755, 2.059)
C (-3.040, -0.761, 2.081)
C (-1.554, -0.903, 2.286)
O (-1.144, -2.092, 1.555)
C (0.249, -2.155, 1.654)
N (-3.870, -1.489, 3.041)
H (-4.578, 0.783, 2.004)
H (-3.223, 1.376, 1.204)
H (-3.144, 1.401, 2.867)
H (-3.240, -1.295, 1.152)
H (-1.336, -0.814, 3.350)
H (-1.059, -0.081, 1.769)
H (0.600, -2.095, 2.684)
H (0.689, -1.440, 0.958)
H (0.680, -3.114, 1.364)
H (-3.883, -2.462, 2.768)
H (-4.827, -1.180, 2.953)
C (2.584, -0.825, 0.175)
C (2.481, -2.006, -0.770)
C (1.366, -2.991, -0.409)
O (1.345, -3.906, -1.542)
C (0.206, -4.593, -1.825)
N (2.280, -1.318, -1.992)
H (3.554, -0.382, -0.054)
H (2.565, -1.094, 1.231)
H (1.761, -0.115, 0.095)
H (3.373, -2.630, -0.824)
H (0.462, -2.397, -0.270)
H (1.603, -3.541, 0.502)
H (0.507, -5.270, -2.623)
H (-0.580, -3.940, -2.206)
H (-0.170, -5.090, -0.930)
H (2.000, -2.077, -2.597)
H (3.196, -1.149, -2.381)

Force components x, y, z for each atom (eV/Å):
C -2.9 -0.2 -0.5
O -8.2 -3.7 -0.8
H 0.8 0.5 0.4
H 1.5 -1.1 -1.2
H 2.9 4.5 -1.4
C -0.7 0.4 1.1
O 0.6 1.4 4.8
N -1.4 2.8 -1.9
N -2.0 -3.1 -2.6
H 0.4 0.0 -0.5
H -0.3 0.8 0.2
H 0.0 -0.4 0.3
H 0.1 0.8 -0.6
C -0.5 2.4 2.8
O -0.2 0.9 -0.4
N -1.4 2.0 3.3
N 1.3 0.1 -4.7
H -1.8 1.6 -0.9
H 0.6 0.0 -0.3
H -0.4 -0.1 0.1
H 0.5 -0.3 -0.2
C -2.4 -0.2 2.7
O 1.4 1.2 -4.5
N 5.5 1.1 -1.1
N 5.9 2.4 4.6
H 0.4 0.1 0.5
H 0.4 0.0 -0.6
H 2.7 -0.6 0.4
H 0.1 0.4 -0.2
C 0.1 2.2 -0.9
O 1.4 0.4 -0.5
N -2.2 -0.6 -0.1
N -5.4 -3.2 -4.2
H 0.6 -0.2 -1.0
H -1.9 -2.6 -0.5
H 0.1 -0.4 -0.5
H 0.0 0.5 0.3
C -0.5 -0.8 -0.5
C -0.9 1.2 -0.3
C -0.8 -0.1 -0.7
O -0.3 -0.8 7.5
C 0.8 -1.1 2.0
N 0.2 -0.1 0.8
H -0.2 -0.1 0.5
H 0.1 -1.0 -0.3
H 0.0 -0.6 0.6
H -0.1 1.0 -0.7
H 0.4 -0.7 0.1
H -0.1 0.1 0.5
H -0.1 0.9 0.3
H 0.2 0.0 1.4
H -1.7 0.5 1.1
H 0.1 -0.2 0.2
H -0.1 0.2 0.0
C 1.0 -1.4 1.3
C 0.0 0.0 1.6
C 1.1 -0.2 -3.3
O 1.7 1.4 1.1
C -0.7 -0.2 -0.2
N 1.0 -3.2 -2.2
H -0.2 0.2 0.3
H 0.6 -0.3 0.5
H 1.8 -1.6 -0.8
H 0.6 -0.1 0.6
H 0.7 -1.8 -1.1
H 0.7 -0.5 -0.9
H -0.4 -0.5 0.1
H -0.1 -0.3 0.0
H -0.3 -0.6 0.0
H -0.7 -0.1 -0.8
H 0.4 0.6 0.1

The charge is -1. As for the energy above the lowest of the compared OMol25 structures with the same formula, charge and spin: 454.0 kcal/mol.



> What is the charge in the third record?

-1